Arrangement w

{"formula": "C4H12NS", "method": "ωB97M-V with the def2-TZVPD basis set", "orbital_gap_ev": 9.36, "charge": 1, "homo_energy_ev": -12.91, "spin_multiplicity": 1, "smiles": "C[C@H]([NH3+])CCS", "symbols": ["C", "C", "N", "C", "C", "S", "H", "H", "H", "H", "H", "H", "H", "H", "H", "H", "H", "H"], "xyz": [[-2.4209, -0.1532, -1.0602], [-0.9378, 0.1645, -0.5923], [0.1291, 0.9536, -1.6077], [-0.2103, -1.1803, -0.2223], [1.0727, -1.0712, 0.5797], [1.1277, 0.5583, 1.5304], [-2.4433, -1.0912, -1.5485], [-2.6856, 0.4543, -1.8427], [-3.1654, 0.0724, -0.2518], [-0.9330, 0.9553, 0.3074], [0.6508, 0.2032, -1.8984], [0.8382, 1.6775, -1.1774], [-0.3067, 1.5537, -2.2744], [-1.0294, -1.6239, 0.3975], [-0.0536, -1.8751, -1.0069], [2.1769, -0.9568, -0.0748], [0.9479, -1.8226, 1.4547], [2.0332, 0.2867, 2.4540]]}

---

Arrangement x

{"formula": "C4H12NS", "method": "ωB97M-V with the def2-TZVPD basis set", "orbital_gap_ev": 9.87, "charge": 1, "homo_energy_ev": -13.62, "spin_multiplicity": 1, "smiles": "C[N+](C)(C)CS", "symbols": ["C", "N", "C", "C", "C", "S", "H", "H", "H", "H", "H", "H", "H", "H", "H", "H", "H", "H"], "xyz": [[0.0989, 1.1600, -0.8258], [0.1702, -0.0013, 0.1531], [0.3210, 0.5774, 1.5178], [1.4714, -0.7079, -0.2288], [-0.8989, -0.9702, -0.0547], [-2.9456, -0.2130, -0.0575], [-0.1383, 0.7799, -1.7450], [-0.7317, 1.6993, -0.5480], [1.0865, 1.7146, -0.8012], [0.2851, -0.2948, 2.2943], [1.3029, 1.1040, 1.5709], [-0.4400, 1.3170, 1.6744], [2.3159, 0.0811, -0.2164], [1.6273, -1.6243, 0.3641], [1.3537, -0.9643, -1.2451], [-0.9544, -1.3437, -1.0763], [-0.9948, -1.7623, 0.6860], [-2.9291, -0.5516, -1.4620]]}

---

Which structure is the least stable? The one labeled arrangement w.

---

Arrangement w

{"formula": "C4H12NS", "method": "ωB97M-V with the def2-TZVPD basis set", "orbital_gap_ev": 9.22, "charge": 1, "homo_energy_ev": -12.86, "spin_multiplicity": 1, "smiles": "C[C@@H]([NH3+])CCS", "symbols": ["C", "C", "N", "C", "C", "S", "H", "H", "H", "H", "H", "H", "H", "H", "H", "H", "H", "H"], "xyz": [[-0.0616, -2.4895, -0.0418], [0.3086, -1.0553, 0.2374], [1.4279, -0.8503, 1.2456], [0.4774, -0.1464, -1.0023], [0.2773, 1.3517, -0.8027], [-1.2947, 1.6746, 0.1287], [0.5096, -2.9430, -0.8445], [-0.2159, -3.1059, 0.8459], [-1.1168, -2.4078, -0.3319], [-0.5517, -0.5550, 0.6917], [2.3260, -1.0384, 0.7980], [1.4554, 0.1194, 1.5343], [1.3519, -1.5368, 1.9967], [-0.2610, -0.5281, -1.7043], [1.4648, -0.3359, -1.4471], [1.0045, 1.9784, -0.2922], [0.1749, 1.8197, -1.7808], [-2.0086, 2.3081, -0.8258]]}

---

Arrangement x

{"formula": "C4H12NS", "method": "ωB97M-V with the def2-TZVPD basis set", "orbital_gap_ev": 7.67, "charge": 1, "homo_energy_ev": -11.56, "spin_multiplicity": 1, "symbols": ["C", "C", "C", "C", "N", "S", "H", "H", "H", "H", "H", "H", "H", "H", "H", "H", "H", "H"], "xyz": [[-1.3642, 0.9150, 0.3095], [0.0715, 0.5710, -1.8252], [1.3831, -1.0470, 0.6771], [-0.6905, 0.0734, -0.7096], [-1.0997, -1.1808, -0.7993], [2.1205, 0.3508, 1.4848], [-1.5797, 1.8003, -0.2119], [-0.5632, 1.1883, 1.0588], [-2.2994, 0.6084, 0.7925], [1.0331, 1.0580, -1.5560], [-0.4700, 1.4207, -2.4136], [0.4404, -0.2173, -2.4904], [1.0026, -1.7776, 1.3747], [2.0254, -1.2446, -0.1512], [-0.5997, -1.7431, -1.4963], [-1.7659, -1.6370, -0.0603], [2.2189, 1.2778, 0.4751], [3.4171, 0.3011, 1.2471]]}

---

Arrangement y

{"formula": "C4H12NS", "method": "ωB97M-V with the def2-TZVPD basis set", "orbital_gap_ev": 9.86, "charge": 1, "homo_energy_ev": -13.25, "spin_multiplicity": 1, "smiles": "C[C@H]([NH3+])CCS", "symbols": ["C", "C", "N", "C", "C", "S", "H", "H", "H", "H", "H", "H", "H", "H", "H", "H", "H", "H"], "xyz": [[0.5348, -0.9910, -1.7944], [0.3979, -0.6049, -0.3106], [-1.0488, -1.0204, 0.0152], [0.5400, 0.9056, -0.1384], [-0.0374, 1.5508, 1.1122], [0.2763, 0.4080, 2.5245], [-0.1557, -0.4251, -2.4118], [0.3752, -2.0695, -1.8983], [1.5808, -0.9048, -2.0807], [1.0954, -1.1421, 0.3107], [-1.1186, -2.0335, 0.1009], [-1.6039, -0.7921, -0.8136], [-1.4041, -0.4748, 0.7939], [1.5902, 1.1302, -0.3109], [0.0484, 1.3666, -0.9778], [-1.1139, 1.6955, 1.0981], [0.4990, 2.4793, 1.2805], [-0.4557, 0.9222, 3.5004]]}

---

Which structure is the least stable? The one labeled arrangement x.

---

Arrangement w

{"formula": "C5H6O", "method": "ωB97M-V with the def2-TZVPD basis set", "orbital_gap_ev": [7.70, 7.70], "charge": 0, "homo_energy_ev": [-6.90, -6.90], "spin_multiplicity": 1, "symbols": ["C", "C", "C", "C", "C", "O", "H", "H", "H", "H", "H", "H"], "xyz": [[0.4868, -0.6304, -1.3198], [-0.0748, -0.4911, 0.0176], [0.5504, -0.4542, 1.2750], [-0.0997, 0.8017, 1.3485], [-1.2430, 0.8578, 0.5931], [-1.4462, -0.4204, 0.0281], [0.9294, -1.6180, -1.4800], [1.3021, 0.0639, -1.5403], [-0.2996, -0.4923, -2.0667], [1.6052, -0.6046, 1.4485], [0.3688, 1.6989, 1.7237], [-1.7115, 1.6366, 0.0179]]}

---

Arrangement x

{"formula": "C5H6O", "method": "ωB97M-V with the def2-TZVPD basis set", "orbital_gap_ev": 9.61, "charge": 0, "homo_energy_ev": -8.46, "spin_multiplicity": 1, "smiles": "Cc1ccco1", "symbols": ["C", "C", "C", "C", "C", "O", "H", "H", "H", "H", "H", "H"], "xyz": [[0.2632, 0.6742, 1.7660], [0.0528, 0.1764, 0.3748], [0.8250, 0.1407, -0.7427], [0.0651, -0.5521, -1.7412], [-1.1117, -0.8748, -1.1538], [-1.1366, -0.4383, 0.1312], [1.1211, 0.1781, 2.2319], [-0.6221, 0.4544, 2.3664], [0.4410, 1.7539, 1.8022], [1.8212, 0.5492, -0.8490], [0.3718, -0.7901, -2.7507], [-1.9961, -1.3987, -1.4854]]}

---

Arrangement y

{"formula": "C5H6O", "method": "ωB97M-V with the def2-TZVPD basis set", "orbital_gap_ev": [7.88, 7.84], "charge": 0, "homo_energy_ev": [-8.89, -8.79], "spin_multiplicity": 1, "symbols": ["O", "C", "C", "C", "C", "C", "H", "H", "H", "H", "H", "H"], "xyz": [[2.8160, -0.2895, -0.2387], [1.6148, -0.3417, 0.0046], [0.6954, -1.4157, -0.1083], [-1.7754, 0.3360, 0.0988], [-0.6648, 1.0217, 0.3826], [0.6811, 0.7582, -0.1197], [-0.1761, -1.4835, 0.5313], [0.9265, -2.2675, -0.7466], [-1.7511, -0.5009, -0.5944], [-2.7400, 0.6285, 0.5016], [-0.7560, 1.9526, 0.9485], [1.1295, 1.6018, -0.6597]]}

---

Arrangement z

{"formula": "C5H6O", "method": "ωB97M-V with the def2-TZVPD basis set", "orbital_gap_ev": [7.59, 7.73], "charge": 0, "homo_energy_ev": [-8.07, -8.31], "spin_multiplicity": 1, "symbols": ["C", "C", "O", "C", "C", "C", "H", "H", "H", "H", "H", "H"], "xyz": [[1.2101, 1.3992, 0.5780], [0.2441, 0.6995, -0.3554], [-0.7732, 1.2722, -0.6956], [0.4052, -0.7587, -0.5687], [-0.7791, -1.4644, -0.2559], [-1.8722, -1.3599, 0.3867], [1.3359, 2.4395, 0.2707], [2.1729, 0.9058, 0.7258], [0.6812, 1.4061, 1.5404], [1.3107, -1.2570, -0.9011], [-0.5647, -1.7873, -1.3575], [-2.9423, -1.3112, 0.3056]]}

---

Which structure is the least stable? The one labeled arrangement z.

---

Arrangement w

{"formula": "C5H10O", "method": "ωB97M-V with the def2-TZVPD basis set", "orbital_gap_ev": 10.20, "charge": 0, "homo_energy_ev": -9.30, "spin_multiplicity": 1, "smiles": "CC1(C)C[C@H]1O", "symbols": ["C", "C", "C", "C", "C", "O", "H", "H", "H", "H", "H", "H", "H", "H", "H", "H"], "xyz": [[-0.8626, -0.0627, -1.2446], [0.1922, 0.0446, -0.1285], [1.3683, -0.8605, -0.3927], [0.1723, 1.4175, 0.4751], [-0.2975, 0.2564, 1.3084], [-1.6018, -0.2358, 1.4837], [-1.1145, -1.0874, -1.5447], [-1.7968, 0.4610, -1.0242], [-0.4367, 0.4222, -2.1372], [2.1700, -0.6961, 0.3308], [1.7550, -0.7817, -1.4171], [1.0089, -1.8939, -0.2661], [1.1432, 1.8027, 0.7861], [-0.5275, 2.1599, 0.1096], [0.2321, 0.2372, 2.2731], [-1.4048, -1.1834, 1.3883]]}

---

Arrangement x

{"formula": "C5H10O", "method": "ωB97M-V with the def2-TZVPD basis set", "orbital_gap_ev": 10.78, "charge": 0, "homo_energy_ev": -9.61, "spin_multiplicity": 1, "smiles": "COC1CCC1", "symbols": ["C", "O", "C", "C", "C", "C", "H", "H", "H", "H", "H", "H", "H", "H", "H", "H"], "xyz": [[2.1148, -0.5739, 0.1906], [1.4469, 0.5987, 0.5980], [0.3123, 0.5743, -0.1773], [-0.9329, 1.2795, 0.3074], [-1.7248, 0.1110, -0.2849], [-0.6038, -0.8729, -0.0447], [2.5743, -0.4446, -0.8034], [1.2265, -1.2580, 0.0543], [2.8830, -0.8043, 0.9341], [0.5738, 0.7790, -1.2327], [-0.9237, 1.2558, 1.4024], [-1.1893, 2.2798, -0.0459], [-1.7843, 0.2453, -1.3705], [-2.6921, -0.1244, 0.1377], [-0.6108, -1.2454, 0.9971], [-0.6698, -1.7997, -0.6620]]}

---

Which structure is the least stable? The one labeled arrangement x.

---

Arrangement w

{"formula": "H6N2", "method": "ωB97M-V with the def2-TZVPD basis set", "orbital_gap_ev": 10.86, "charge": 0, "homo_energy_ev": -9.54, "spin_multiplicity": 1, "smiles": "N.N", "symbols": ["N", "H", "H", "H", "N", "H", "H", "H"], "xyz": [[-3.8460, 3.6131, 0.3599], [-4.7064, 3.1160, 0.5901], [-3.1145, 2.9146, 0.2677], [-3.5809, 4.2490, 1.1125], [3.8149, -3.5721, -0.3860], [3.9550, -2.6227, -0.1553], [3.0386, -3.7934, -0.9987], [4.6647, -4.1077, -0.4467]]}

---

Arrangement x

{"formula": "H6N2", "method": "ωB97M-V with the def2-TZVPD basis set", "orbital_gap_ev": 10.26, "charge": 0, "homo_energy_ev": -9.28, "spin_multiplicity": 1, "smiles": "N.N", "symbols": ["N", "H", "H", "H", "N", "H", "H", "H"], "xyz": [[0.2124, 1.4724, -0.0976], [-0.2611, 0.7405, -0.6370], [-0.5119, 2.1249, 0.2190], [0.5962, 1.0238, 0.7403], [0.1120, -1.1060, 0.0573], [0.7963, -1.6903, -0.4336], [-0.6190, -0.8694, -0.6211], [-0.3250, -1.6959, 0.7726]]}

---

Which structure is the least stable? The one labeled arrangement x.

---

Arrangement w

{"formula": "C17H32IInN3O4Se", "method": "ωB97M-V with the def2-TZVPD basis set", "orbital_gap_ev": 6.64, "charge": 1, "homo_energy_ev": -9.90, "spin_multiplicity": 1, "symbols": ["In", "C", "C", "O", "C", "C", "O", "C", "C", "O", "C", "C", "O", "H", "H", "H", "H", "H", "H", "H", "H", "H", "H", "H", "H", "H", "H", "H", "H", "N", "C", "C", "C", "C", "N", "H", "H", "H", "H", "H", "H", "H", "H", "H", "H", "H", "H", "Se", "I", "C", "C", "C", "C", "C", "N", "H", "H", "H", "H"], "xyz": [[0.4367, 0.3038, 0.2792], [-2.1929, 1.6093, -1.9415], [-1.6123, 0.4605, -2.7310], [-0.2577, 0.2854, -2.3232], [0.4509, -0.7592, -2.9852], [0.0511, -2.1170, -2.4803], [0.1912, -2.1105, -1.0557], [-0.6824, -3.0010, -0.3593], [-2.0899, -2.4771, -0.3064], [-2.0308, -1.1471, 0.1692], [-3.2846, -0.4785, 0.0661], [-3.0337, 0.9914, 0.2505], [-1.9701, 1.4520, -0.5552], [-1.6789, 2.5254, -2.2300], [-3.2584, 1.7135, -2.1657], [-2.1877, -0.4585, -2.5733], [-1.6446, 0.7080, -3.7955], [0.3086, -0.7083, -4.0662], [1.4956, -0.5818, -2.7461], [-0.9737, -2.3668, -2.7612], [0.7162, -2.8650, -2.9135], [-0.6640, -3.9942, -0.8083], [-0.3070, -3.0661, 0.6630], [-2.5592, -2.5003, -1.2934], [-2.6821, -3.1083, 0.3607], [-3.7350, -0.6770, -0.9107], [-3.9746, -0.8346, 0.8351], [-3.9507, 1.5528, 0.0574], [-2.7144, 1.1830, 1.2755], [1.9904, -1.4249, 0.8723], [2.8610, -1.6717, 2.0408], [2.0883, -2.1741, 3.2679], [1.4936, -1.1859, 4.2905], [0.0067, -0.8761, 4.1328], [-0.3254, -0.0733, 2.9341], [1.4504, -2.2583, 0.6815], [2.5664, -1.2837, 0.0389], [3.4132, -0.7562, 2.2532], [3.5899, -2.4377, 1.7802], [2.7919, -2.8118, 3.8027], [1.2732, -2.8224, 2.9186], [2.0633, -0.2494, 4.2963], [1.6020, -1.6277, 5.2812], [-0.3170, -0.3357, 5.0212], [-0.5481, -1.8158, 4.0954], [0.2312, 0.7846, 2.9672], [-1.2786, 0.2600, 3.0186], [0.6438, 2.6281, 1.0070], [4.6344, -1.1788, -1.7318], [4.1043, 0.8629, -1.7594], [5.1071, 1.8134, -1.7307], [4.7141, 3.1442, -1.7485], [3.3706, 3.4546, -1.8438], [2.4544, 2.4189, -1.8951], [2.8103, 1.1270, -1.8201], [6.1498, 1.5298, -1.6886], [5.4595, 3.9283, -1.6914], [3.0303, 4.4813, -1.8516], [1.3962, 2.6100, -1.9868]]}

---

Arrangement x

{"formula": "C17H32IInN3O4Se", "method": "ωB97M-V with the def2-TZVPD basis set", "orbital_gap_ev": 7.43, "charge": 1, "homo_energy_ev": -9.70, "spin_multiplicity": 1, "symbols": ["In", "C", "C", "O", "C", "C", "O", "C", "C", "O", "C", "C", "O", "H", "H", "H", "H", "H", "H", "H", "H", "H", "H", "H", "H", "H", "H", "H", "H", "N", "C", "C", "C", "C", "N", "H", "H", "H", "H", "H", "H", "H", "H", "H", "H", "H", "H", "Se", "I", "C", "C", "C", "C", "C", "N", "H", "H", "H", "H"], "xyz": [[0.4141, -1.0427, 0.6860], [-1.5505, -0.0685, -2.5295], [-0.2186, 0.5713, -2.8547], [0.3121, 1.3435, -1.7922], [-0.1787, 2.6594, -1.6216], [-1.4711, 2.7450, -0.8171], [-1.4336, 1.8289, 0.2685], [-2.7320, 1.5765, 0.7777], [-2.7175, 0.4385, 1.7810], [-2.0315, -0.7398, 1.3765], [-2.7430, -1.6631, 0.5473], [-2.7734, -1.2412, -0.9075], [-1.4793, -0.8006, -1.3118], [-1.8328, -0.7330, -3.3551], [-2.3357, 0.6892, -2.4398], [-0.3321, 1.1800, -3.7585], [0.5270, -0.1956, -3.0527], [-0.3382, 3.1412, -2.5920], [0.6163, 3.2109, -1.1150], [-2.3382, 2.5289, -1.4483], [-1.5892, 3.7704, -0.4475], [-3.4068, 1.3557, -0.0551], [-3.1268, 2.4654, 1.2853], [-3.7558, 0.1927, 2.0246], [-2.2314, 0.7612, 2.7017], [-3.7656, -1.7882, 0.9129], [-2.2020, -2.6013, 0.6650], [-3.4893, -0.4312, -1.0765], [-3.0951, -2.0946, -1.5148], [0.3059, -0.6212, 3.1381], [0.3613, 0.5381, 4.0396], [1.7617, 1.1262, 4.0635], [2.1528, 1.9682, 2.8490], [2.5455, 1.2459, 1.5643], [1.4073, 0.9101, 0.6531], [-0.5679, -1.1343, 3.2252], [1.0106, -1.3095, 3.3978], [0.0571, 0.2644, 5.0528], [-0.3431, 1.2946, 3.6829], [2.4820, 0.3096, 4.1854], [1.8662, 1.7479, 4.9536], [3.0245, 2.5602, 3.1345], [1.3673, 2.7004, 2.6252], [3.1123, 0.3383, 1.7735], [3.1989, 1.9060, 0.9929], [1.7039, 1.0107, -0.3163], [0.6487, 1.5822, 0.7677], [0.4126, -3.3660, 1.2094], [4.2494, -0.5138, -1.1475], [2.9419, -1.8311, -2.1182], [3.4346, -2.5859, -3.1738], [2.5602, -3.4522, -3.8041], [1.2519, -3.5363, -3.3490], [0.8697, -2.7458, -2.2838], [1.7000, -1.8856, -1.6775], [4.4657, -2.4956, -3.4816], [2.8999, -4.0592, -4.6327], [0.5421, -4.2160, -3.7984], [-0.1242, -2.8095, -1.8626]]}

---

Which structure is the least stable? The one labeled arrangement w.